(1)
A 2-piece molecular cluster, C10H10O3 overall, computed with ωB97M-V/def2-TZVPD.

```
! RIJCOSX wB97M-V def2-TZVPD def2/J DEFGRID3
* xyz 0 1
O -1.90 1.00 -1.11
O -3.62 0.26 0.06
O -0.29 -0.74 0.78
C 0.50 0.51 -1.18
C 2.59 -1.34 -1.31
C -2.20 -0.90 2.13
C 1.64 -1.44 -0.32
C -1.54 -0.33 0.92
C 0.58 -0.53 -0.26
C 2.49 -0.33 -2.26
C -0.59 1.54 -1.05
C 1.44 0.58 -2.19
C -2.41 0.35 -0.05
H -1.14 2.17 1.68
H 1.37 1.38 -2.91
H -2.30 -1.98 2.01
H 3.41 -2.04 -1.35
H 3.22 -0.24 -3.04
H -0.54 2.25 -1.89
H -3.18 -0.46 2.25
H -1.59 -0.72 3.01
H -0.49 2.09 -0.10
H 1.68 -2.23 0.42
*
```

Summary:
Strongest force on any atom = 1.4 eV Å⁻¹
Relative energy (zero: lowest compared OMol25 entry of this formula, charge and spin) = 82.9 kcal per mole
Orbital gap (spin up / spin down) = 6.67 / 9.02 eV
Calculated total energy = -16670.4875 eV
M = 178.19 g mol⁻¹


(2)
One molecule with the formula C7H13BrClN3, computed with ωB97M-V/def2-TZVPD.

```
! RIJCOSX wB97M-V def2-TZVPD def2/J DEFGRID3
* xyz 0 1
Br 3.62 -1.13 -1.88
Cl -0.61 -0.37 -3.05
N 2.08 -0.21 -4.12
N 1.00 0.57 -0.83
N 0.80 1.77 -1.44
C -1.97 -0.37 1.16
C -1.12 -1.62 0.93
C 0.20 0.35 0.36
C -1.31 0.66 0.26
C 0.31 -1.07 0.96
C 2.04 -0.57 -2.94
C 0.84 -0.68 -2.14
H 1.62 2.37 -1.41
H 0.65 -0.99 1.99
H -1.54 1.68 0.58
H 2.95 -0.17 -4.63
H -1.28 -2.38 1.69
H -3.02 -0.52 0.92
H 0.67 1.05 1.06
H -1.65 0.53 -0.77
H -0.08 2.24 -1.28
H 0.75 -1.61 -1.59
H -1.35 -2.04 -0.05
H -1.90 -0.06 2.21
H 1.03 -1.69 0.43
*
```

Summary:
Strongest force on any atom = 4.1 eV Å⁻¹
Relative energy (zero: lowest compared OMol25 entry of this formula, charge and spin) = 0.0 kcal per mole
SMILES string = [H]/N=C(\Br)[C@H](Cl)N(N)C1CCCC1
Orbital gap = 9.15 eV
Calculated total energy = -94502.9657 eV
M = 254.56 g mol⁻¹


(3)
C39H46BBaN5O2Se as an isolated structure, computed with ωB97M-V/def2-TZVPD.

```
! RIJCOSX wB97M-V def2-TZVPD def2/J DEFGRID3
* xyz 0 1
Ba 0.32 -0.73 0.18
Se -0.55 0.64 -4.04
O -0.38 -0.65 2.76
O -0.32 -2.96 1.13
N -0.81 0.27 -2.34
N -1.66 1.38 -0.46
N 3.76 0.08 -0.48
N -1.36 2.20 -3.98
N 3.46 0.68 -2.60
C 5.01 0.40 -1.01
C 2.25 0.38 -6.08
C 3.72 -1.79 1.09
C -1.41 1.32 -1.81
C 3.37 -2.28 2.34
C 2.90 -1.44 3.33
C 2.83 3.41 -3.08
C 3.90 -2.11 -5.65
C 3.27 4.76 -3.65
C 2.86 1.92 1.52
C -0.81 -0.86 5.05
C 1.55 3.56 -2.26
C -0.90 -2.88 3.46
C -1.72 2.39 -2.72
C 4.82 0.76 -2.30
C 1.89 1.69 -6.35
C -2.37 3.54 -2.19
C 1.78 2.57 2.37
C -0.68 -1.45 3.66
C -1.05 -4.93 2.15
C 2.75 -0.09 3.07
C 3.56 -0.42 0.84
C -1.47 -5.62 3.25
C -1.62 -4.98 4.49
C 2.09 2.67 -5.39
C 4.16 -2.74 -0.01
C -2.62 3.57 -0.86
C 2.64 2.35 -4.15
C -2.24 2.46 -0.03
C 4.18 2.68 1.66
C 2.94 -3.35 -0.70
C -1.34 -3.64 4.57
C 3.06 0.44 1.83
C 1.80 -2.19 -4.26
C -0.73 -3.54 2.19
C 3.09 -1.43 -4.54
C 2.96 1.02 -3.88
C 2.78 0.02 -4.85
C 5.11 -3.83 0.49
B 2.67 0.22 -1.45
H -1.95 -5.53 5.36
H 3.69 -1.45 -3.63
H 4.61 -4.52 1.17
H 3.51 5.45 -2.83
H -1.69 -6.68 3.16
H 0.73 3.94 -2.89
H 4.55 2.62 2.69
H -0.92 -5.42 1.19
H 1.14 -2.18 -5.13
H 3.46 -3.34 2.55
H 4.15 4.66 -4.28
H 2.09 2.68 3.41
H 1.28 -1.74 -3.41
H 1.25 2.59 -1.84
H 5.48 -4.41 -0.35
H 3.33 -2.20 -6.57
H -2.63 4.37 -2.85
H -0.51 0.18 5.00
H 2.27 -3.83 0.01
H 0.84 2.00 2.37
H 1.70 4.26 -1.43
H 1.81 3.69 -5.61
H 5.96 -3.40 1.01
H 1.47 1.95 -7.32
H 1.57 3.58 2.00
H 4.70 -2.15 -0.76
H 4.05 3.73 1.41
H 2.35 0.56 3.85
H -1.84 -0.93 5.41
H 4.18 -3.12 -5.34
H 2.56 1.98 0.47
H -2.42 2.52 1.03
H 2.48 5.23 -4.24
H 5.93 0.35 -0.45
H -0.17 -1.38 5.77
H 2.00 -3.24 -4.01
H -1.46 -3.15 5.53
H 3.61 3.05 -2.41
H 2.10 -0.38 -6.84
H 4.81 -1.55 -5.87
H 2.38 -2.57 -1.23
H 3.24 -4.09 -1.45
H -3.10 4.42 -0.40
H 4.95 2.27 1.00
H 5.55 1.09 -3.02
H 2.63 -1.84 4.30
*
```

Summary:
Strongest force on any atom = 0.3 eV Å⁻¹
Relative energy (zero: lowest compared OMol25 entry of this formula, charge and spin) = 0.0 kcal per mole
Orbital gap = 4.62 eV
Calculated total energy = -119454.7683 eV
M = 843.93 g mol⁻¹


(4)
C4H11N2S as an isolated structure, computed with ωB97M-V/def2-TZVPD.

```
! RIJCOSX wB97M-V def2-TZVPD def2/J DEFGRID3
* xyz -1 1
S -1.60 -1.47 -3.70
N 0.19 1.04 2.57
N 1.52 0.21 0.55
C 1.33 0.35 1.99
C -1.45 -0.56 -2.14
C -0.02 -0.47 -1.59
C -0.05 -0.18 -0.11
H 0.45 -1.43 -1.77
H -0.11 -1.15 0.39
H -1.79 0.48 -2.27
H 2.26 0.78 2.34
H -2.08 -1.01 -1.38
H -0.92 0.39 0.20
H 0.84 0.84 0.12
H 0.55 0.25 -2.17
H 1.38 -0.65 2.48
H 0.16 1.98 2.20
H -0.66 0.59 2.28
*
```

Summary:
Strongest force on any atom = 4.1 eV Å⁻¹
Relative energy (zero: lowest compared OMol25 entry of this formula, charge and spin) = 79.9 kcal per mole
Orbital gap = 5.93 eV
Calculated total energy = -18139.6353 eV
M = 119.21 g mol⁻¹